Molecular formula: CF3NNaO4PrS3
Method: DFT, the ωB97M-V functional and the def2-TZVPD basis

Each line ends with the Löwdin charge.
CARTESIAN COORDINATES (ANGSTROEM)
Na 1.561 -1.780 0.615  0.61
N 0.190 0.017 0.975  -0.36
S -1.131 0.420 0.437  0.48
O -1.209 0.529 -1.097  -0.52
C -2.250 -1.065 0.662  -0.68
F -2.426 -1.300 1.960  0.13
F -1.631 -2.128 0.123  0.09
F -3.428 -0.900 0.075  0.14
Pr 1.025 0.579 -1.534  0.92
S 3.887 0.323 -0.963  0.64
O 2.623 -0.751 -1.186  -0.95
S 2.720 2.113 0.054  0.72
O 1.698 2.245 -1.221  -0.86
O -1.628 1.699 1.100  -0.36

Its total charge is 0. As for the HOMO-LUMO gap (alpha / beta): 7.18 / 7.22 eV. As for the LUMO energy (alpha / beta): -1.03 / -1.02 eV. The calculation puts the total energy at -2567.27580 Ha. The multiplicity is 3.